## a
Computed, not measured: the molecule C3H4OS, with ωB97M-V with the def2-TZVPD basis set.

As for the HOMO energy: -9.70 eV. The SMILES is C[C@@H]1SC1=O. The calculation puts the HOMO-LUMO gap at 0.360 Ha.

Geometry as ORCA input:
```
! wB97M-V def2-TZVPD RIJCOSX def2/J DEFGRID3
* xyz 0 1
C -1.47 -0.16 1.86
H 0.83 0.34 -0.40
S -0.15 0.15 2.81
H 0.54 -1.19 0.32
H -0.98 1.40 0.67
C -0.49 0.53 0.98
C 0.16 -0.33 -0.09
O -2.77 -0.73 2.06
H -0.50 -0.62 -0.87
*
```

These are the natural (NBO) partial charges, in e, on atoms 1 to 5: atom 1 (C): 0.30, atom 2 (H): 0.21, atom 3 (S): 0.28, atom 4 (H): 0.22, atom 5 (H): 0.24

=====

## b
Computed, not measured: a cluster of 2 separate species, C3H4OS in total, with ωB97M-V with the def2-TZVPD basis set.

As for the HOMO energy (spin up / spin down): -7.50 / -8.27 eV. The calculation puts the HOMO-LUMO gap (spin up / spin down) at 0.245 / 0.292 Ha.

Geometry as ORCA input:
```
! wB97M-V def2-TZVPD RIJCOSX def2/J DEFGRID3
* xyz 0 1
C -0.68 0.50 0.80
H 1.75 -1.21 0.21
H -0.94 0.54 -1.33
C -1.31 0.02 -0.43
H -2.36 0.19 -0.40
C 2.03 -0.10 0.24
H -0.94 -1.07 -0.63
O -1.09 1.02 1.78
S 3.55 0.11 -0.23
*
```

These are the natural (NBO) partial charges, in e, on atoms 1 to 5: atom 1 (C): 0.60, atom 2 (H): 0.17, atom 3 (H): 0.27, atom 4 (C): -0.78, atom 5 (H): 0.24

=====

Among the structures shown above, a is the most stable, with the second-best lying 141.4 kJ/mol higher.